A cluster of 12 separate species, C55H126B4F16N6O7 in total. Source: the OMol25 dataset; level of theory: ωB97M-V with the def2-TZVPD basis set.

## Properties
**Charge**: 0
**E_HOMO**: -8.3 eV
**Maximum force**: 3.3 eV Å⁻¹
**Frontier orbital gap**: 8.80 eV

Positions of all 214 atoms, in Å:
C1 2.756 -2.921 1.578
H1 4.491 0.142 1.233
H2 -0.938 3.855 3.067
C2 6.701 -1.854 -2.549
H3 -3.473 -5.085 0.005
C3 0.942 -5.545 -1.316
O1 -3.049 -3.510 5.911
N1 -0.409 -2.083 4.524
C4 0.921 -6.776 -0.441
H4 -3.705 2.380 -1.394
C5 -5.876 2.739 -1.693
C6 4.290 5.882 0.549
H5 1.800 2.074 -1.144
H6 1.993 -0.302 1.655
H7 -0.510 -7.810 -1.728
O2 1.113 8.417 2.606
H8 0.919 -3.649 4.860
H9 -1.577 -1.251 6.032
C7 3.957 -0.933 -3.230
H10 1.212 3.513 -2.801
H11 -3.705 3.239 0.863
H12 7.766 -1.596 -2.236
H13 -5.124 -3.476 6.006
C8 -0.428 -7.476 -0.681
H14 1.748 -4.936 -0.999
H15 0.356 -0.320 3.765
N2 2.865 6.176 0.616
H16 -3.481 -7.035 -2.544
F1 0.002 -2.567 -3.805
C9 4.303 0.361 0.181
C10 2.314 6.853 -1.778
F2 -1.625 6.245 0.814
C11 6.432 -0.991 -3.792
C12 2.657 6.710 2.034
H17 0.117 2.744 -0.613
C13 -1.632 3.345 3.680
H18 0.795 -0.682 5.479
H19 -1.270 3.440 4.705
H20 -1.971 -0.654 4.374
H21 1.703 7.878 0.076
H22 4.419 -3.414 -2.647
B1 -5.522 -2.814 1.048
O3 1.665 -3.007 0.923
C14 -4.651 3.084 0.412
O4 2.841 -2.826 2.806
H23 -5.642 3.362 2.611
H24 4.079 1.292 -4.964
N3 -1.656 -5.255 -1.027
C15 -5.280 2.304 2.603
H25 5.475 -1.138 -6.158
H26 2.522 4.500 -0.486
C16 -3.713 -5.864 -4.288
H27 -0.936 -3.528 3.249
H28 -2.085 -4.331 -2.816
C17 -0.266 -4.610 -0.926
H29 1.645 6.020 -1.859
C18 -2.624 -4.438 -0.340
C19 0.705 2.147 -1.304
H30 -1.335 -6.183 0.732
H31 -4.529 -6.509 -4.538
H32 1.706 -7.516 -0.595
H33 3.964 -1.665 -2.458
F3 0.822 -4.296 -5.035
H34 6.014 -1.521 -1.716
H35 2.988 -0.880 -3.757
H36 3.115 7.706 2.038
H37 5.765 1.216 -5.581
O5 -2.370 1.095 3.790
H38 0.512 6.741 1.524
H39 0.485 -0.880 0.089
H40 3.214 6.545 -2.308
F4 1.889 -2.271 -5.116
H41 1.544 -1.620 4.022
H42 -6.060 0.338 3.104
H43 0.899 6.510 3.197
O6 -1.357 1.837 1.935
N4 -5.204 1.881 1.122
H44 3.244 6.053 2.645
F5 -1.123 7.238 -1.128
F6 4.707 3.239 -1.047
H45 -2.834 -6.219 -4.843
H46 0.007 -0.142 -3.136
H47 -3.832 -1.823 5.013
H48 -3.277 1.047 1.022
O7 3.034 -0.073 -0.196
H49 -5.842 2.579 -2.809
C20 -0.286 8.647 2.923
H50 3.412 7.920 -0.339
F7 -6.876 -2.499 0.810
H51 -1.516 -1.306 -1.517
H52 -4.510 0.017 1.978
C21 -1.687 -1.494 5.011
H53 -6.458 3.563 -1.578
B2 -1.712 6.087 -0.569
H54 -1.461 1.591 -0.508
C22 -0.473 -2.555 3.105
C23 -4.268 -4.188 5.887
H55 1.766 7.625 -2.335
H56 6.636 -4.084 -1.908
C24 -4.520 3.036 -1.100
H57 -1.194 -0.509 2.487
F8 -5.310 -4.103 0.796
C25 -1.267 0.762 -1.248
H58 -4.634 1.204 4.983
H59 -0.513 -8.373 -0.103
C26 -6.152 1.348 3.497
C27 -1.770 1.970 3.138
H60 -6.787 0.591 1.016
H61 -4.295 -4.960 6.646
B3 4.735 2.856 -2.473
H62 3.766 -1.080 -5.991
H63 2.759 3.304 1.579
H64 -0.740 7.884 3.564
H65 -2.170 -4.091 0.581
C28 0.541 2.670 -2.690
F9 2.069 -3.477 -3.215
F10 5.853 1.971 -2.767
H66 0.620 -1.259 -1.890
H67 -0.835 8.587 1.975
H68 4.532 5.772 -0.523
C29 -6.497 1.515 -0.980
H69 4.527 4.948 1.080
F11 4.865 4.059 -3.188
F12 -0.888 4.925 -0.905
C30 -1.204 -1.614 2.188
H70 -0.153 -4.101 0.022
H71 6.564 0.028 -3.497
F13 -4.681 -2.029 0.143
C31 -3.457 -6.009 -2.833
C32 4.955 -2.753 -4.605
H72 4.081 0.049 -2.783
H73 -0.321 -3.791 -1.694
H74 0.976 3.333 1.192
H75 -5.872 0.757 -1.355
H76 -4.253 2.291 2.892
H77 -2.245 -1.859 2.101
H78 1.565 4.344 2.448
C33 2.535 7.273 -0.352
H79 3.737 -2.146 -0.069
H80 -1.444 1.106 -2.233
H81 -7.357 2.288 0.855
H82 -0.752 -4.011 5.288
H83 -3.017 -0.487 -1.537
H84 7.064 -1.249 -4.635
H85 4.854 6.731 0.998
H86 1.752 -0.077 -2.544
H87 -7.422 1.196 -1.428
C34 1.976 4.949 0.361
H88 0.972 5.279 0.066
H89 -2.613 3.834 3.642
H90 4.062 2.017 -7.339
H91 -2.551 -6.999 -0.368
C35 -2.022 -5.373 -2.481
H92 -6.182 0.991 5.725
C36 2.046 0.282 0.723
H93 -2.046 -0.792 0.039
N5 4.998 -1.285 -4.237
H94 0.515 -2.725 2.694
C37 0.657 0.180 0.184
H95 5.051 -0.103 -0.433
H96 -0.305 9.582 3.446
C38 4.735 0.808 -5.701
C39 -0.003 -3.216 5.385
H97 1.234 -2.291 6.895
C40 4.695 -0.681 -5.571
H98 0.801 1.873 -3.351
C41 1.841 3.936 1.487
H99 5.106 -4.603 -3.822
H100 3.085 0.642 -7.040
C42 -4.345 0.638 1.041
H101 -0.416 3.066 -3.014
C43 0.334 -2.867 6.842
H102 0.985 -6.533 0.608
C44 -2.939 -2.455 4.925
H103 -1.249 -5.895 -3.027
H104 4.289 -3.838 0.343
C45 -5.688 1.576 4.934
B4 1.209 -3.131 -4.270
H105 5.700 -2.997 -5.414
H106 1.026 -5.714 -2.429
N6 0.265 0.700 -1.186
H107 -4.358 -4.599 4.902
C46 4.091 1.001 -7.039
H108 0.681 -3.712 7.440
H109 -7.201 1.589 3.385
H110 -3.070 -3.731 -1.035
H111 -0.470 -2.392 7.423
C47 0.707 -1.098 4.499
C48 6.559 -3.396 -2.796
F14 3.536 2.176 -2.854
H112 -5.688 2.633 5.208
H113 4.011 -2.963 -5.061
H114 -4.148 -5.484 -2.199
H115 4.326 1.439 0.076
C49 0.706 -0.259 -2.272
C50 -1.991 -0.511 -1.016
C51 3.986 -2.833 0.702
C52 1.250 7.046 2.326
F15 -5.111 -2.367 2.389
H116 -3.003 -2.968 3.955
F16 -2.978 5.968 -0.893
H117 -0.067 0.564 0.882
H118 2.200 1.351 1.021
H119 -4.164 4.085 -1.383
H120 -4.546 -0.003 0.186
C53 5.185 -3.649 -3.409
H121 4.611 0.387 -7.863
H122 7.398 -3.631 -3.458
C54 -6.593 1.581 0.543
H123 4.882 -2.438 1.249
C55 -1.561 -6.566 -0.257
H124 -3.973 -4.841 -4.610
H125 -5.311 3.894 0.651
H126 -0.787 -1.730 1.185

Force components x, y, z for each atom (eV/Å):
-1.021 0.223 -1.037
0.173 -0.323 0.137
0.462 0.867 -0.755
0.977 -0.179 1.310
0.679 0.598 -0.467
-1.179 0.574 0.125
1.720 1.238 0.737
0.582 0.201 0.175
-0.946 -1.181 -0.621
-0.132 -0.400 -0.153
0.871 -2.324 -1.094
1.258 -0.364 -0.853
-0.627 0.473 0.404
0.508 -0.198 -0.232
-0.076 0.283 0.180
-0.703 -0.151 0.430
-1.009 0.673 0.819
0.336 0.720 0.991
-0.634 0.683 -0.581
0.354 -0.072 -0.232
1.068 0.456 0.459
-1.354 -0.375 -0.170
0.464 -0.510 0.154
0.180 0.332 -0.450
1.099 0.753 -0.092
0.510 -0.395 0.957
-1.282 0.347 1.575
0.057 -0.884 0.206
0.244 0.166 0.305
-0.072 0.846 0.902
-0.579 -0.211 -0.595
0.325 -0.162 1.216
-1.005 -1.321 0.870
0.620 1.205 -1.779
0.329 -0.151 0.475
-0.191 0.693 1.078
0.554 0.331 0.433
-0.215 -0.438 0.134
0.354 0.171 0.399
0.362 -0.741 -0.486
0.232 -0.826 -0.456
-0.141 2.989 0.349
0.088 -0.174 0.131
0.246 -0.429 -0.524
0.201 0.010 1.063
0.121 -0.926 0.091
0.378 -0.103 0.105
1.861 -1.303 -0.422
-1.478 -0.238 -0.623
0.340 0.229 -0.725
-0.676 -0.161 0.161
0.269 0.376 -0.848
-0.365 -0.205 -0.750
0.371 -0.226 -0.160
0.243 0.626 -2.699
-0.508 -0.503 0.113
-2.143 -0.712 0.862
1.000 -0.895 -0.627
-0.401 -0.422 0.482
-0.606 -0.312 -0.414
0.278 0.277 -0.428
-0.375 -0.393 0.452
0.503 0.504 0.755
0.821 -0.302 -0.825
0.619 -0.577 0.206
0.516 -0.294 -0.021
-0.782 -0.170 -0.253
-0.120 -0.154 0.345
0.849 0.256 0.525
-0.180 -0.453 0.020
0.187 0.274 0.047
0.158 0.744 -0.402
0.328 0.192 0.682
0.254 -0.285 0.541
-0.074 -0.471 0.463
-0.030 -0.267 0.515
-1.533 0.349 0.115
-0.315 -0.342 0.734
0.254 -0.127 -0.456
-0.132 -0.727 -1.440
-0.239 0.226 -0.095
0.866 -0.151 0.638
0.196 0.117 -0.090
-1.258 -0.855 0.213
-0.963 -0.962 -0.524
0.084 -0.131 1.129
0.626 -0.364 -0.824
0.035 0.185 0.236
0.527 0.229 0.329
0.779 -1.109 -0.717
0.305 0.832 -1.293
-1.977 -1.807 -0.973
-1.868 2.625 0.472
2.970 0.495 0.831
-0.489 -1.032 -0.667
-0.771 -0.648 0.189
-0.783 1.195 -0.563
0.522 0.096 0.244
0.246 1.191 -0.497
0.626 1.394 0.103
0.198 -1.501 -0.535
0.521 -2.115 0.161
0.959 1.417 1.489
-0.560 0.592 0.012
-0.080 -0.583 0.524
0.494 1.238 -0.639
-0.018 -0.435 -1.475
-0.462 0.586 -0.730
0.164 0.023 0.130
0.583 0.393 0.196
-0.041 -0.027 0.790
-0.793 0.452 0.066
0.475 -0.154 0.132
-0.077 0.756 -0.130
-0.208 0.685 -0.570
-0.260 0.015 0.114
-1.099 0.790 0.591
-0.004 -0.311 0.126
-0.164 0.484 0.260
0.265 -0.163 0.611
0.080 0.653 -0.688
-0.149 0.354 -0.269
-0.114 -0.651 0.199
-0.568 0.380 -0.160
-0.236 1.110 -0.038
0.139 -0.440 0.491
-0.329 0.773 -0.200
-0.340 -0.510 0.174
2.370 1.300 1.743
0.614 -0.825 0.325
0.671 0.100 -0.242
0.251 -0.588 0.697
0.310 -0.212 0.183
1.057 -1.600 0.376
0.613 -0.092 0.542
-0.776 -0.116 0.078
0.053 0.309 0.292
-0.141 1.199 0.101
-0.055 0.126 -0.993
-0.322 0.567 -0.953
0.310 0.361 0.280
-0.131 0.462 0.278
1.320 0.171 1.222
0.120 -0.054 -0.098
-0.413 -0.636 -0.417
-0.544 0.169 0.201
-0.831 0.374 0.136
0.743 0.010 -0.408
0.462 0.151 -0.093
0.177 0.066 -0.063
0.097 1.029 -0.414
0.016 -0.233 0.434
-1.758 -0.269 -0.480
-0.391 0.274 -0.517
-0.133 2.399 0.267
-0.473 0.240 -0.347
0.249 -0.195 -1.098
0.439 -0.077 0.410
-0.604 -1.448 -0.954
0.255 -0.169 -0.314
-0.310 0.624 -0.102
-0.091 0.157 0.669
1.733 -1.912 -0.243
0.348 0.981 -0.168
0.768 0.001 0.160
0.535 -0.075 -0.852
0.697 -0.338 -0.440
-0.395 -1.933 -0.073
-0.824 -0.237 0.191
1.493 0.568 1.050
-0.467 -0.179 0.529
-0.165 -0.234 0.111
0.029 0.456 0.434
0.013 -0.695 -0.097
0.311 0.006 0.036
-0.400 0.539 -0.112
1.398 -1.244 0.269
-0.913 -1.540 -0.799
-0.313 0.732 0.924
-0.241 0.041 1.251
-0.573 -0.053 0.531
-0.498 -0.727 -0.646
1.332 -0.725 -1.999
-0.582 -0.575 -0.437
-0.317 0.252 -0.091
0.333 0.587 0.529
0.216 -0.118 -0.382
-1.166 1.033 -1.623
0.051 0.433 0.454
0.603 0.407 0.592
-0.102 -0.067 -0.051
-0.780 0.125 0.029
-0.731 0.188 0.057
0.402 0.287 -0.160
-0.074 1.081 -0.484
-1.886 -0.051 -0.003
1.760 -0.684 1.106
-2.086 -0.888 0.048
-0.459 -0.689 -1.056
0.014 0.461 -0.100
-2.734 -0.727 -1.298
-0.066 0.462 0.379
0.155 -0.707 -0.028
-0.439 -1.383 0.331
-0.221 0.465 0.074
0.430 2.078 0.323
-0.540 0.989 1.086
-0.245 -0.407 -0.220
1.080 -1.483 0.106
-0.800 -0.300 -0.230
-0.007 0.527 -0.960
0.279 -0.396 0.210
-0.360 0.468 0.295
0.119 0.006 0.369

***

The molecule C5H9NO. Source: the OMol25 dataset; level of theory: ωB97M-V with the def2-TZVPD basis set.

## Properties
**Charge**: 0
**Structure (SMILES)**: C=CCCNC=O
**E_HOMO**: -9.4 eV
**Maximum force**: 2.3 eV Å⁻¹
**Frontier orbital gap**: 10.35 eV

Positions of all 16 atoms, in Å:
C1 0.893 0.029 -0.243
H1 0.705 -2.603 0.088
H2 -0.394 0.319 1.425
H3 -0.185 1.847 0.575
C2 1.449 -2.152 0.738
H4 2.185 -0.189 1.437
H5 1.693 0.625 -0.713
C3 -2.055 1.523 -1.201
O1 -3.241 1.704 -1.297
H6 1.946 -2.908 1.334
N1 -1.527 0.566 -0.336
H7 0.617 -0.495 -1.158
H8 -2.142 -0.185 -0.080
C4 1.621 -0.844 0.791
C5 -0.300 0.769 0.446
H9 -1.264 1.993 -1.803

Force components x, y, z for each atom (eV/Å):
1.170 0.198 0.372
0.203 0.340 -0.368
-0.413 0.062 0.196
0.365 -0.128 0.003
0.164 -0.792 0.647
0.585 -0.746 0.555
-0.330 0.791 0.632
0.234 -1.326 1.276
-0.010 0.180 -0.728
0.159 0.338 0.407
0.037 0.547 -0.078
-0.771 -0.594 0.514
-0.320 0.201 0.326
-1.159 0.670 -1.930
0.222 -0.324 -1.897
-0.136 0.582 0.073

***

A structure of composition C18H22F6IrN3O10S2. Source: the OMol25 dataset; level of theory: ωB97M-V with the def2-TZVPD basis set.

## Properties
**Charge**: 0
**E_HOMO**: -8.3 eV
**Maximum force**: 7.7 eV Å⁻¹
**Frontier orbital gap**: 7.17 eV

Positions of all 62 atoms, in Å:
H1 -1.320 2.511 4.507
Ir1 -0.011 1.006 -0.110
H2 -1.737 -0.058 4.502
H3 2.639 -2.593 -2.632
N1 -0.023 2.378 1.480
C1 -0.722 0.589 2.706
H4 -1.532 -0.346 -4.361
C2 -0.744 2.964 3.705
H5 2.630 -2.038 5.185
N2 -0.859 1.751 -2.842
C3 -2.275 -1.071 -4.031
H6 -1.283 3.814 3.287
O1 -2.177 1.732 -0.505
C4 -3.626 -1.721 -1.993
C5 -3.113 2.941 -2.499
F1 -3.155 3.043 -3.825
O2 -1.019 -1.239 1.434
S1 -2.160 1.397 -1.956
C6 2.835 -2.806 2.571
F2 -2.536 4.039 -2.012
F3 2.499 3.166 -3.743
S2 0.100 3.005 -2.759
C7 1.478 -1.505 -1.190
C8 3.572 -2.423 4.789
H7 1.067 -3.331 -2.262
C9 1.591 -2.386 -2.409
O3 1.625 0.222 1.103
O4 -1.699 -0.258 -1.800
O5 3.348 -3.309 3.704
H8 0.194 3.357 4.103
H9 0.000 0.278 4.676
O6 -3.361 0.605 -2.713
H10 -0.558 -1.187 3.830
H11 4.073 -3.010 5.551
C10 1.766 2.244 -3.126
C11 2.437 -1.503 2.407
C12 -2.742 -0.691 -2.637
H12 2.480 -0.776 3.208
H13 -4.460 -1.958 -2.655
H14 -1.851 -2.074 -4.040
C13 2.267 -3.309 0.303
C14 1.888 -1.962 0.078
H15 0.266 3.851 0.377
H16 4.212 -1.590 4.491
O7 0.280 3.482 -1.396
H17 1.149 -1.853 -3.248
F4 -4.370 2.908 -2.038
F5 1.696 1.168 -3.899
H18 -4.004 -1.350 -1.041
H19 -3.037 -2.620 -1.808
N3 -0.840 -0.042 1.582
C15 2.726 -3.731 1.506
O8 -0.067 3.974 -3.791
C16 -0.482 1.997 2.600
H20 2.203 -4.026 -0.504
C17 -0.762 -0.134 4.014
C18 1.946 -1.034 1.165
F6 2.382 1.924 -1.987
H21 3.023 -4.756 1.685
O9 1.072 -0.340 -1.377
O10 0.216 3.713 1.341
H22 -3.133 -1.027 -4.703

Force components x, y, z for each atom (eV/Å):
0.027 -0.048 -0.029
1.450 -0.675 7.489
0.034 -0.016 0.049
-0.022 -0.086 0.031
-0.827 0.010 -2.521
-0.559 0.080 0.682
0.026 -0.063 -0.048
0.245 0.061 -0.057
-0.006 0.006 -0.021
-0.124 -0.155 0.434
0.004 0.157 0.109
-0.040 0.003 0.054
1.581 -0.616 -0.446
-0.063 0.165 0.202
-0.270 -0.054 0.281
-0.007 -0.027 -0.019
-0.446 -0.809 -0.031
-0.205 0.797 -1.672
-0.069 0.020 -0.328
0.138 0.022 0.031
0.019 0.008 -0.014
-0.209 -0.071 -0.152
0.080 -0.072 -0.299
-0.023 0.011 -0.008
0.043 0.001 0.020
-0.012 0.271 -0.091
-0.576 0.950 -1.055
-0.154 0.331 0.004
0.041 -0.059 0.193
-0.022 -0.025 0.040
-0.050 -0.011 0.047
0.114 0.247 0.144
0.023 -0.002 0.037
0.008 -0.016 0.051
0.092 -0.027 -0.055
0.051 0.436 0.133
0.018 -0.553 -0.438
0.046 -0.065 -0.035
0.011 -0.057 0.037
-0.002 0.022 0.009
0.018 0.119 -0.076
-0.213 0.047 0.569
0.029 0.010 -0.107
-0.008 -0.004 -0.015
-0.016 -0.153 0.070
0.009 -0.033 0.001
-0.003 -0.015 0.043
-0.106 0.031 -0.036
0.003 -0.009 -0.024
-0.049 0.000 -0.038
1.308 0.557 -2.472
0.119 -0.238 0.216
-0.173 -0.062 0.027
0.145 0.106 0.815
-0.026 0.068 -0.022
-0.242 -0.055 -0.194
0.020 -0.324 -0.224
-0.051 -0.023 -0.016
-0.008 0.031 -0.036
-1.184 -0.147 -1.191
0.018 0.122 -0.018
0.047 -0.120 -0.032